No. 1
Below is a 2-piece molecular cluster, C2H3N3 overall in a non-equilibrium geometry, with properties calculated with ωB97M-V with the def2-TZVPD basis set.

Positions of all 8 atoms, in Å:
N 0.6647 -0.8846 -0.1553
C -0.8463 0.2372 1.5349
N -1.1855 1.1433 0.8944
N -0.3414 1.1606 -1.0123
C 0.3367 0.0959 -0.9067
H 1.3144 -1.5438 -0.5669
H -0.5887 -0.5631 2.1971
H 0.6461 0.3546 -1.9851

Atoms 1-2, force components in eV/Å:
-0.02 0.23 -0.26
-0.29 0.73 -0.49

Values from the calculation:
ΔE to the lowest compared entry with this formula, charge and spin (kJ/mol): 416.49
LUMO level (eV): -0.583
Net charge: 0
E_tot (Ha): -242.114045
HOMO-LUMO gap (eV): 8.895

No. 2
Below is a 2-piece molecular cluster, C2H3N3 overall in a non-equilibrium geometry, with properties calculated with ωB97M-V with the def2-TZVPD basis set.

Positions of all 8 atoms, in Å:
C 0.1903 -0.4246 -0.2861
C 0.5684 1.0846 1.3869
N 1.6772 0.9610 2.1488
N 1.7828 1.8365 1.3341
N -0.0800 0.1196 -1.3307
H 0.4844 -1.1515 0.3208
H -0.3068 1.4798 1.6165
H -0.2519 -0.2340 -2.2146

Atoms 1-2, force components in eV/Å:
0.20 6.06 1.05
-0.12 -3.77 -5.85

Values from the calculation:
ΔE to the lowest compared entry with this formula, charge and spin (kJ/mol): 633.05
LUMO level (eV): 1.002
Net charge: 0
E_tot (Ha): -242.031563
HOMO-LUMO gap (eV): 8.816

No. 3
Below is a 2-piece molecular cluster, C2H3N3 overall in a non-equilibrium geometry, with properties calculated with ωB97M-V with the def2-TZVPD basis set.

Positions of all 8 atoms, in Å:
C 0.6592 -0.0542 0.1942
C -0.5703 0.5609 -0.0670
N -1.7377 -0.1203 -0.5135
N -1.7994 0.5397 0.5109
N 0.6042 -1.3377 -0.0885
H 1.4750 0.3286 0.7909
H -0.1417 1.9751 -0.8474
H 1.5108 -1.8922 0.0203

Atoms 1-2, force components in eV/Å:
1.22 -5.76 1.01
1.73 5.89 -4.07

Values from the calculation:
ΔE to the lowest compared entry with this formula, charge and spin (kJ/mol): 524.79
LUMO level (eV): 0.038
Net charge: 0
E_tot (Ha): -242.072796
HOMO-LUMO gap (eV): 10.395

No. 4
Below is a 2-piece molecular cluster, C2H3N3 overall in a non-equilibrium geometry, with properties calculated with ωB97M-V with the def2-TZVPD basis set.

Positions of all 8 atoms, in Å:
N 0.3400 0.2763 -1.2756
C 1.0752 0.3127 -0.2894
N 1.6777 0.2482 0.7679
H 0.7622 0.0390 -2.1654
H 2.1640 1.0586 1.1281
C -2.0779 -0.4119 0.5442
N -2.2216 -0.5556 1.6801
H -1.8917 -0.2636 -0.5022

Atoms 1-2, force components in eV/Å:
0.30 0.01 0.38
0.04 -0.04 0.00

Values from the calculation:
ΔE to the lowest compared entry with this formula, charge and spin (kJ/mol): 103.48
LUMO level (eV): 0.703
Net charge: 0
Structure (SMILES): N=C=N.C#N
E_tot (Ha): -242.233263
HOMO-LUMO gap (eV): 11.659

No. 5
Below is a single C2H3N3O molecule in a non-equilibrium geometry, with properties calculated with ωB97M-V with the def2-TZVPD basis set.

Positions of all 9 atoms, in Å:
O 0.2186 -1.9005 0.3736
C 0.0809 -0.6461 0.1297
C -0.4853 -0.0921 -0.9221
N -0.5779 1.2426 -0.6664
N 0.1335 1.4030 0.3411
N 0.6258 0.3639 0.9281
H 1.2173 -2.1419 0.7773
H -1.0050 -0.5609 -1.8475
H -0.2079 2.3320 0.8862

Atoms 1-2, force components in eV/Å:
4.49 -4.25 2.11
3.48 2.30 2.67

Values from the calculation:
ΔE to the lowest compared entry with this formula, charge and spin (kJ/mol): 265.17
LUMO level (eV): 0.628
Net charge: 0
Structure (SMILES): Oc1cn[nH]n1
E_tot (Ha): -317.431322
HOMO-LUMO gap (eV): 10.104

No. 6
Below is a 2-piece molecular cluster, C2H3N3O overall in a non-equilibrium geometry, with properties calculated with ωB97M-V with the def2-TZVPD basis set.

Positions of all 9 atoms, in Å:
C 0.6788 -1.2511 1.2896
C -0.9189 0.5417 0.0030
N 0.6646 -2.1254 2.0270
N 1.2457 0.1002 -1.0894
N 0.3558 -0.1198 -0.3289
O 1.4752 0.7847 -2.0965
H -0.8353 1.6227 -0.4254
H -1.7705 -0.2053 -0.3873
H -0.8954 0.6525 1.0080

Atoms 1-2, force components in eV/Å:
0.05 1.72 -2.44
-0.65 -0.07 -4.35

Values from the calculation:
ΔE to the lowest compared entry with this formula, charge and spin (kJ/mol): 740.25
LUMO level (spin up / spin down) (eV): -1.911 / -2.215
Net charge: 0
E_tot (Ha): -317.250374
HOMO-LUMO gap (spin up / spin down) (eV): 8.286 / 7.336

No. 7
Below is a single C2H3N3O molecule in a non-equilibrium geometry, with properties calculated with ωB97M-V with the def2-TZVPD basis set.

Positions of all 9 atoms, in Å:
C -1.1135 0.0256 -0.0219
C 0.3858 0.0013 0.0015
N 1.2011 -0.9443 0.7516
O 1.1083 -2.0728 0.3446
N 1.8221 1.8304 -0.7070
N 1.1100 1.0206 -0.3459
H -1.4821 0.9574 -0.4631
H -1.5512 -0.8120 -0.5702
H -1.4806 -0.0062 1.0103

Atoms 1-2, force components in eV/Å:
-0.11 -0.09 0.02
0.01 0.16 0.17

Values from the calculation:
ΔE to the lowest compared entry with this formula, charge and spin (kJ/mol): 444.74
LUMO level (spin up / spin down) (eV): -0.522 / -0.525
Net charge: 0
E_tot (Ha): -317.362928
HOMO-LUMO gap (spin up / spin down) (eV): 8.205 / 8.202

No. 8
Below is a single C2H3N3O molecule, with properties calculated with ωB97M-V with the def2-TZVPD basis set.

Positions of all 9 atoms, in Å:
O -1.9623 -0.2561 -0.2928
C -0.6502 -0.1257 -0.0569
C 0.0667 1.1021 -0.0577
N 1.3119 0.8397 0.2412
N 1.3408 -0.4817 0.4550
N 0.1655 -1.1130 0.2137
H -2.1978 -1.1903 -0.2080
H -0.2410 2.0980 -0.3252
H 2.1662 -0.8730 0.0306

Atoms 1-2, force components in eV/Å:
-0.11 -0.18 0.04
0.18 0.09 0.08

Values from the calculation:
ΔE to the lowest compared entry with this formula, charge and spin (kJ/mol): 123.45
LUMO level (eV): 0.884
Net charge: 0
Structure (SMILES): Oc1cn[nH]n1
E_tot (Ha): -317.485301
HOMO-LUMO gap (eV): 10.510

No. 9
Below is a single C2H3N3O molecule in a non-equilibrium geometry, with properties calculated with ωB97M-V with the def2-TZVPD basis set.

Positions of all 9 atoms, in Å:
C -1.2035 0.4353 -0.0284
C -1.0337 -0.9033 0.0235
N 0.0217 1.0379 -0.0409
N 2.1317 0.0685 0.0185
N 0.8924 0.1107 0.0037
O 0.3014 -1.1615 0.0464
H -2.1060 1.0054 -0.0578
H -1.6919 -1.7433 0.0488
H 2.6880 1.1504 -0.0140

Atoms 1-2, force components in eV/Å:
-0.24 -1.26 0.04
-0.42 0.98 -0.04

Values from the calculation:
ΔE to the lowest compared entry with this formula, charge and spin (kJ/mol): 472.50
LUMO level (eV): 1.045
Net charge: 0
E_tot (Ha): -317.352352
HOMO-LUMO gap (eV): 9.169

No. 10
Below is a single C2H3N3O molecule in a non-equilibrium geometry, with properties calculated with ωB97M-V with the def2-TZVPD basis set.

Positions of all 9 atoms, in Å:
N -1.3026 0.0266 0.4299
C -0.3719 -0.7335 -0.2482
C 0.9532 -0.1207 -0.4459
N 1.3827 0.8355 0.3250
N 1.7536 1.6644 1.0047
O -0.6004 -1.8622 -0.6407
H -2.2211 -0.3950 0.4484
H -1.2985 1.0289 0.3062
H 1.6648 -0.5600 -1.1294

Atoms 1-2, force components in eV/Å:
-0.10 -0.05 -0.08
0.03 -0.06 -0.05

Values from the calculation:
ΔE to the lowest compared entry with this formula, charge and spin (kJ/mol): 124.48
LUMO level (eV): 0.348
Net charge: 0
E_tot (Ha): -317.484906
HOMO-LUMO gap (eV): 9.554

No. 11
Below is a single C2H3N3O molecule, with properties calculated with ωB97M-V with the def2-TZVPD basis set.

Positions of all 9 atoms, in Å:
O -1.8085 -0.8795 0.0528
C -0.5464 -0.4480 -0.0140
N 0.5164 -1.1646 -0.1995
C 1.4939 -0.1913 -0.2253
N 1.0986 1.0379 -0.0601
N -0.2737 0.8933 0.0704
H -2.3874 -0.1357 -0.1739
H 2.5401 -0.4276 -0.3646
H -0.6330 1.3154 0.9141

Atoms 1-2, force components in eV/Å:
-0.02 -0.01 0.00
0.20 -0.03 -0.08

Values from the calculation:
ΔE to the lowest compared entry with this formula, charge and spin (kJ/mol): 77.53
LUMO level (eV): 0.435
Net charge: 0
Structure (SMILES): Oc1ncn[nH]1
E_tot (Ha): -317.502790
HOMO-LUMO gap (eV): 10.343

No. 12
Below is a single C2H3N3O molecule, with properties calculated with ωB97M-V with the def2-TZVPD basis set.

Positions of all 9 atoms, in Å:
N 1.8683 0.2601 -0.0190
C 0.9271 0.7163 0.7814
N -0.2283 1.0206 0.2824
C -1.2831 0.3108 0.1292
N -1.1827 -1.0666 0.4747
O -2.0643 -1.7546 0.0105
H 1.6977 0.0355 -0.9961
H 2.7695 0.0198 0.3580
H -2.2146 0.7074 -0.2655

Atoms 1-2, force components in eV/Å:
0.03 0.06 0.11
-0.03 -0.07 -0.30

Values from the calculation:
ΔE to the lowest compared entry with this formula, charge and spin (kJ/mol): 423.87
LUMO level (spin up / spin down) (eV): -0.819 / -0.820
Net charge: 0
E_tot (Ha): -317.370877
HOMO-LUMO gap (spin up / spin down) (eV): 8.097 / 8.098

No. 13
Below is C2H3N3O as an isolated structure in a non-equilibrium geometry, with properties calculated with ωB97M-V with the def2-TZVPD basis set.

Positions of all 9 atoms, in Å:
N -0.9205 0.6502 1.1505
C -0.8604 0.1376 -0.1115
N -0.4246 -1.0976 -0.3608
C 0.7985 -0.7182 -0.7792
N 1.0264 0.5896 -0.8897
O -0.3187 1.1011 -0.8705
H -1.0830 -0.1196 1.8047
H 0.1839 0.8859 0.9926
H 1.5983 -1.4292 -0.9359

Atoms 1-2, force components in eV/Å:
0.67 0.15 0.09
0.35 -0.23 -0.23

Values from the calculation:
ΔE to the lowest compared entry with this formula, charge and spin (kJ/mol): 441.81
LUMO level (eV): -0.604
Net charge: 0
E_tot (Ha): -317.364043
HOMO-LUMO gap (eV): 9.115

No. 14
Below is a single C2H3N3O2 molecule in a non-equilibrium geometry, with properties calculated with ωB97M-V with the def2-TZVPD basis set.

Positions of all 10 atoms, in Å:
H -0.7065 -1.2359 -1.7790
N -0.2448 -1.5406 -0.9333
C 0.4571 -0.8134 -0.1828
O 1.4467 -1.2280 0.5831
N -0.0786 0.4517 0.1215
O 0.3962 1.1465 1.2507
C -1.3356 0.6355 -0.4120
N -2.2380 1.1726 -0.8879
H 1.5878 -0.5936 1.3077
H 0.7157 2.0053 0.9319

Atoms 1-2, force components in eV/Å:
-0.28 0.40 0.59
2.04 -1.27 -0.86

Values from the calculation:
ΔE to the lowest compared entry with this formula, charge and spin (kJ/mol): 391.88
LUMO level (eV): 0.038
Net charge: 0
Structure (SMILES): [H]/N=C(/O)N(O)C#N
E_tot (Ha): -392.644284
HOMO-LUMO gap (eV): 9.879

No. 15
Below is a 2-piece molecular cluster, C2H3N3O2 overall in a non-equilibrium geometry, with properties calculated with ωB97M-V with the def2-TZVPD basis set.

Positions of all 10 atoms, in Å:
C -0.5896 -1.4944 0.0102
C -0.5883 -0.2958 0.6559
N -0.5616 -2.5322 -0.4927
N 2.0142 -0.0103 -0.4843
N -1.2644 0.8039 -0.0256
O -1.9125 0.5734 -0.9966
O -0.9918 1.8604 0.4641
H -0.3146 -0.1413 1.6771
H 1.5650 0.7043 -1.0407
H 2.6436 0.5321 0.2327

Atoms 1-2, force components in eV/Å:
0.15 -0.95 -0.11
-0.51 0.52 -0.31

Values from the calculation:
ΔE to the lowest compared entry with this formula, charge and spin (kJ/mol): 763.88
LUMO level (spin up / spin down) (eV): -2.852 / -1.328
Net charge: 0
E_tot (Ha): -392.502597
HOMO-LUMO gap (spin up / spin down) (eV): 8.933 / 9.424

No. 16
Below is a single C2H3N3O2S molecule in a non-equilibrium geometry, with properties calculated with ωB97M-V with the def2-TZVPD basis set.

Positions of all 11 atoms, in Å:
H 2.8856 -1.4159 -0.1714
N 1.7851 -1.3546 -0.4121
C 0.9604 -0.4306 0.0084
N 1.2064 0.9158 0.3347
O 0.0940 1.7062 -0.3796
C -0.8706 0.7506 0.0183
N -2.1258 0.8977 -0.0102
S -3.1120 -0.3869 -0.1413
O -0.3379 -0.5537 0.3275
H 2.0741 1.4041 -0.0554
H -2.5594 -1.5326 0.4810

Atoms 1-2, force components in eV/Å:
-3.60 1.30 -1.13
-0.24 0.83 2.63

Values from the calculation:
ΔE to the lowest compared entry with this formula, charge and spin (kJ/mol): 396.07
LUMO level (eV): 0.195
Net charge: 0
Structure (SMILES): [H]/N=c1\[nH]o/c(=N/S)o1
E_tot (Ha): -790.787001
HOMO-LUMO gap (eV): 9.036

No. 17
Below is C2H3N3O3 as an isolated structure in a non-equilibrium geometry, with properties calculated with ωB97M-V with the def2-TZVPD basis set.

Positions of all 11 atoms, in Å:
C -1.3037 0.1323 -0.2071
C 0.5803 0.9488 -0.1761
H 2.0166 -0.0683 0.8306
H 2.0523 -2.1086 -0.0969
H -3.0343 0.9628 0.1469
N 1.5355 -1.2227 0.4320
N 0.7048 -0.5715 -0.5696
N -0.6799 1.2593 -0.0418
O -0.8211 -0.9651 -0.4449
O -2.6300 0.0221 0.2362
O 1.5795 1.6110 -0.1093

Atoms 1-2, force components in eV/Å:
-5.82 2.19 3.61
1.81 -1.27 -1.44

Values from the calculation:
ΔE to the lowest compared entry with this formula, charge and spin (kJ/mol): 303.11
LUMO level (eV): 0.194
Net charge: 0
E_tot (Ha): -467.848873
HOMO-LUMO gap (eV): 10.218

No. 18
Below is a single C2H3N3O3 molecule in a non-equilibrium geometry, with properties calculated with ωB97M-V with the def2-TZVPD basis set.

Positions of all 11 atoms, in Å:
O 2.8476 -0.0780 0.2426
N 1.7898 -1.1108 -0.0656
C 0.5898 -0.7038 -0.3285
O -0.4977 -1.5627 -0.5802
N -1.5303 -1.2596 0.2861
C -1.7524 0.0337 0.4003
N -0.9923 0.8603 -0.5043
O 0.5381 0.5597 -0.2962
H 2.2618 0.7635 0.2682
H -2.5439 0.4864 1.0730
H -0.7105 2.0113 -0.4953

Atoms 1-2, force components in eV/Å:
-4.41 0.41 -0.86
0.47 -1.72 0.22

Values from the calculation:
ΔE to the lowest compared entry with this formula, charge and spin (kJ/mol): 652.45
LUMO level (eV): -0.298
Net charge: 0
Structure (SMILES): O/N=C1/ON=CNO1
E_tot (Ha): -467.715817
HOMO-LUMO gap (eV): 9.173

No. 19
Below is C2H3N3O3 as an isolated structure in a non-equilibrium geometry, with properties calculated with ωB97M-V with the def2-TZVPD basis set.

Positions of all 11 atoms, in Å:
C -0.8418 0.0618 -0.2928
C 1.1362 1.0149 -0.1101
H -2.5425 1.1396 0.3611
H -2.9372 -0.8063 0.5914
H 2.2934 -1.5773 1.0784
N -2.2382 0.0768 -0.3102
N -0.2379 1.2816 -0.0610
N 1.2443 -0.5064 -0.5503
O 2.1652 1.7528 -0.2645
O 2.1021 -1.4301 -0.0789
O -0.1436 -1.0074 -0.3632

Atoms 1-2, force components in eV/Å:
-0.89 4.01 2.80
2.81 1.82 -2.60

Values from the calculation:
ΔE to the lowest compared entry with this formula, charge and spin (kJ/mol): 565.10
LUMO level (eV): -0.983
Net charge: 0
E_tot (Ha): -467.749086
HOMO-LUMO gap (eV): 8.970

No. 20
Below is a single C2H3N3OS molecule in a non-equilibrium geometry, with properties calculated with ωB97M-V with the def2-TZVPD basis set.

Positions of all 10 atoms, in Å:
C -1.0247 -0.0111 -0.2352
C 0.5115 -0.0863 0.0630
N -1.2090 1.5701 -0.5791
N -0.4398 2.3297 -0.2843
N 1.0846 -1.2382 0.2968
O -1.7770 -0.8359 -0.6668
S 1.3170 1.3553 0.1910
H -1.1984 0.2623 0.8040
H 0.6712 -2.1694 -0.0845
H 2.0646 -1.1766 0.4952

Atoms 1-2, force components in eV/Å:
1.15 0.29 2.33
0.17 1.06 -1.61

Values from the calculation:
ΔE to the lowest compared entry with this formula, charge and spin (kJ/mol): 269.03
LUMO level (eV): -0.181
Net charge: 0
E_tot (Ha): -715.593766
HOMO-LUMO gap (eV): 8.367